The molecule C4H7NOS in a non-equilibrium geometry. Source: the Open Molecules 2025 dataset; level of theory: ωB97M-V/def2-TZVPD.

Element x y z (Å)
C  1.9060  -0.0448  0.2949
C  1.2797  0.7388  -0.5788
C  0.0862  0.4267  -1.3972
S  -0.1503  1.0871  -2.8934
N  -0.8423  -0.4399  -0.9114
O  -0.7332  -1.1254  0.2962
C  -1.3874  -0.3451  1.3138
H  2.8930  0.2371  0.7790
H  1.5611  -0.9988  0.6248
H  1.7161  1.6945  -0.8115
H  -1.6294  -0.6685  -1.4553
H  -2.4943  -0.2153  1.0840
H  -1.2972  -0.9577  2.2165
H  -0.9081  0.6115  1.4382

Calculated values
Kohn-Sham gap (eV): 8.6
SMILES: C=CC(=S)NOC
E (hartree): -684.69376
Total charge: 0
Max |F| (hartree/bohr): 0.0356
Energy relative to the best compared isomer or geometry (same formula, charge and spin) (kJ/mol): 297.5
Multiplicity: 1

---

The molecule C6H11NO in a non-equilibrium geometry. Source: the Open Molecules 2025 dataset; level of theory: ωB97M-V/def2-TZVPD.

Element x y z (Å)
C  -2.6845  0.0772  -0.3162
C  -1.4866  -0.2031  -0.2259
C  -0.0042  -0.1861  -0.5803
C  0.4328  1.2048  -1.0366
N  0.2722  -1.1465  -1.6626
C  0.6158  -0.6912  0.7374
C  1.3647  0.2698  1.6196
O  -0.7996  -1.0778  1.4276
H  -3.5392  0.5051  -0.8013
H  1.5088  1.2340  -1.2290
H  -0.1021  1.4827  -1.9514
H  0.1935  1.9680  -0.2915
H  -0.2630  -0.8649  -2.4812
H  -0.1017  -2.0569  -1.3983
H  1.1235  -1.6502  0.6352
H  0.7877  1.1783  1.8064
H  2.3100  0.5573  1.1459
H  1.5811  -0.1869  2.5891
H  -1.2093  -0.4135  2.0128

Calculated values
Kohn-Sham gap (eV): 9.3
SMILES: C#C[C@](C)(N)[C@@H](C)O
E (hartree): -365.07793
Total charge: 0
Max |F| (hartree/bohr): 0.0652
Energy relative to the best compared isomer or geometry (same formula, charge and spin) (kJ/mol): 403.1
Multiplicity: 1

---

A structure of composition C5H12N2O in a non-equilibrium geometry. Source: the Open Molecules 2025 dataset; level of theory: ωB97M-V/def2-TZVPD.

Element x y z (Å)
C  -1.2803  -0.5375  0.0979
C  1.3728  -1.8607  0.2033
C  0.3345  2.0527  -0.2704
C  0.7251  -0.5531  0.0432
C  0.8226  0.6825  -0.1270
N  -1.9047  -0.1923  -1.1056
N  -1.7671  0.2358  1.1870
O  2.6585  0.6718  -0.5682
H  3.1494  0.4073  0.2208
H  -1.2948  -1.6208  0.2427
H  -1.8814  0.7929  -1.3321
H  -2.1943  -0.9300  -1.7308
H  -1.2858  0.0509  2.0550
H  -2.7737  0.1759  1.3036
H  0.6492  -2.6726  0.0982
H  2.1355  -1.9699  -0.5685
H  1.8508  -1.9491  1.1815
H  1.0378  2.7254  0.2175
H  0.3016  2.3308  -1.3250
H  -0.6556  2.1601  0.1767

Calculated values
Kohn-Sham gap (eV): 8.3
E (hartree): -382.30211
Total charge: 0
Max |F| (hartree/bohr): 0.1115
Energy relative to the best compared isomer or geometry (same formula, charge and spin) (kJ/mol): 526.2
Multiplicity: 1

---

A cluster of 6 separate species, C20H50BrNO6P in total in a non-equilibrium geometry. Source: the Open Molecules 2025 dataset; level of theory: ωB97M-V/def2-TZVPD.

Element x y z (Å)
C  1.7421  -0.8178  1.1239
C  0.8468  -0.4651  2.0465
P  0.0283  1.2072  2.0655
Br  -2.1940  0.0672  1.7889
C  1.6648  2.1251  2.2612
C  1.5231  3.5414  2.8084
N  -0.1325  1.0294  3.9620
C  -0.9178  1.7824  4.4831
O  -1.5438  2.6289  5.0180
H  2.5768  -1.4727  1.3609
H  1.6706  -0.4761  0.0922
H  0.5755  -1.1479  2.8492
H  -0.7213  2.4211  2.0843
H  0.0878  1.2991  0.6229
H  2.1178  2.1773  1.2679
H  2.3585  1.5342  2.8590
H  0.7896  3.6028  3.6166
H  1.2101  4.2525  2.0422
H  2.4661  3.8963  3.2335
C  0.6458  -0.9618  8.4390
C  1.4737  0.3169  8.4253
C  0.5871  1.5331  8.6605
O  2.1659  0.4243  7.1846
H  -0.0982  -0.9366  7.6388
H  1.2835  -1.8299  8.2686
H  0.1261  -1.0907  9.3908
H  2.2433  0.2600  9.1982
H  -0.1519  1.5976  7.8570
H  1.1656  2.4572  8.6516
H  0.0578  1.4613  9.6128
H  1.4978  0.4845  6.4877
C  4.0176  -1.3412  -4.0226
C  3.0850  -1.3933  -2.8206
C  2.0789  -2.5282  -2.9494
O  2.4041  -0.1533  -2.6621
H  3.4452  -1.1584  -4.9359
H  4.7394  -0.5300  -3.9164
H  4.5612  -2.2811  -4.1389
H  3.6734  -1.5304  -1.9113
H  1.4536  -2.3767  -3.8338
H  1.4231  -2.5545  -2.0786
H  2.5778  -3.4954  -3.0385
H  1.8578  -0.0133  -3.4478
C  -2.4168  -0.1696  -4.7578
C  -1.1416  -0.6566  -4.0906
C  -1.2126  -0.5285  -2.5812
O  -0.0142  0.0793  -4.5962
H  -2.5848  0.8862  -4.5277
H  -2.3453  -0.2655  -5.8425
H  -3.2799  -0.7378  -4.4111
H  -0.9585  -1.6962  -4.3661
H  -1.3477  0.5151  -2.2847
H  -0.2877  -0.8731  -2.1201
H  -2.0400  -1.1080  -2.1718
H  -0.1458  1.0065  -4.3628
C  -6.2901  -0.7649  2.1706
C  -6.1310  -2.2599  2.4040
C  -5.8099  -2.5593  3.8619
O  -5.1125  -2.7835  1.5597
H  -5.3580  -0.2443  2.4048
H  -6.5193  -0.5639  1.1234
H  -7.0882  -0.3475  2.7889
H  -7.0508  -2.7769  2.1194
H  -4.8675  -2.0826  4.1429
H  -5.6968  -3.6337  4.0145
H  -6.5949  -2.1922  4.5263
H  -4.2920  -2.3366  1.8005
C  3.5230  0.8136  -7.2921
C  2.2177  0.8112  -8.0756
C  1.6250  2.2096  -8.1749
O  1.2949  -0.0748  -7.4479
H  3.3358  1.1557  -6.2703
H  3.9236  -0.1983  -7.2310
H  4.2761  1.4635  -7.7420
H  2.3868  0.4185  -9.0803
H  1.4089  2.6003  -7.1766
H  0.6868  2.1869  -8.7300
H  2.3096  2.8984  -8.6732
H  1.1357  0.2633  -6.5555

Calculated values
Kohn-Sham gap (eV): 7.4
E (hartree): -4213.60540
Total charge: -1
Max |F| (hartree/bohr): 0.0431
Multiplicity: 1

---

A structure of composition C21H19F5INOZn in a non-equilibrium geometry. Source: the Open Molecules 2025 dataset; level of theory: ωB97M-V/def2-TZVPD.

Element x y z (Å)
C  0.6311  -3.9750  -0.2466
C  0.5836  -2.6785  -1.0703
C  -0.2031  -1.5209  -0.4116
C  0.4025  -0.9845  0.8540
F  -0.4241  0.2262  1.0738
F  0.3048  -1.8125  1.9090
C  1.8230  -0.5136  0.8016
C  2.8236  -1.2257  1.4475
C  4.0965  -0.7462  1.3847
C  4.4202  0.3951  0.6991
C  3.4251  1.0925  0.0680
C  3.6853  2.3700  -0.7107
F  3.5593  2.0982  -2.0139
F  2.7623  3.2954  -0.4175
F  4.8940  2.8316  -0.4751
C  2.1371  0.6411  0.1301
C  -0.5572  -0.3670  -1.3897
C  -2.0286  -0.5700  -1.8035
I  -2.1807  -0.3160  -3.9379
C  -3.2038  0.3862  -1.1987
C  -2.7921  1.5124  -0.2574
C  -3.1413  1.3090  1.0740
C  -2.8843  2.2502  2.0953
C  -2.2355  3.4528  1.7344
C  -1.8857  3.6429  0.4339
C  -2.1618  2.6989  -0.5643
C  -2.4670  -1.9279  -1.1799
O  -3.3717  -2.6359  -1.4934
N  -1.5457  -2.0503  -0.1406
H  1.3157  -3.9251  0.6034
H  0.9935  -4.7737  -0.8938
H  -0.3365  -4.3110  0.1278
H  0.1598  -2.9280  -2.0439
H  1.6249  -2.3729  -1.2234
H  2.5739  -2.1178  2.0016
H  4.8866  -1.2741  1.9027
H  5.4258  0.7900  0.6577
H  1.3828  1.2422  -0.3586
H  -0.2299  0.6273  -1.1216
H  -0.0086  -0.6398  -2.2935
H  -3.7620  0.8033  -2.0323
H  -3.8810  -0.2257  -0.6025
H  -3.6489  0.3924  1.3636
H  -3.2111  2.0919  3.1344
H  -2.0327  4.2270  2.4624
H  -1.4083  4.5807  0.1829
H  -1.8925  2.9046  -1.5948
H  -1.6566  -2.7877  0.5401
Zn  -0.7603  0.8183  2.7937

Calculated values
Kohn-Sham gap (eV): 3.3
E (hartree): -3517.27597
Total charge: +2
Max |F| (hartree/bohr): 0.0602
Multiplicity: 1

---

A structure of composition C10H20BrN2O7V in a non-equilibrium geometry. Source: the Open Molecules 2025 dataset; level of theory: ωB97M-V/def2-TZVPD.

Element x y z (Å)
O  -0.5035  -0.8340  -1.0014
V  0.3628  0.0588  -0.0734
C  3.2412  1.0344  -3.0213
C  2.1343  0.6291  -2.0620
O  2.4114  -0.1634  -1.1175
O  1.0027  1.1463  -2.1672
H  4.0302  0.2863  -3.0453
H  3.6441  1.9802  -2.6523
H  2.8500  1.2087  -4.0213
C  -3.2639  1.5513  0.8569
C  -1.8120  1.1924  0.7754
O  -1.3298  0.1793  1.3620
O  -1.0784  1.8724  0.0034
H  -3.3762  2.5351  1.3247
H  -3.8138  0.8518  1.4849
H  -3.6909  1.6225  -0.1394
Br  1.3250  -1.7961  1.5991
C  -4.4980  -4.2163  -2.1840
O  -5.0284  -5.1691  -1.6469
N  -3.4788  -3.4848  -1.6982
C  -2.9636  -3.6979  -0.3638
C  -3.0320  -2.2846  -2.3531
H  -4.8076  -3.8723  -3.1863
H  -3.3166  -4.6458  0.0269
H  -3.3029  -2.8967  0.3029
H  -1.8743  -3.6605  -0.3791
H  -3.0720  -1.4247  -1.6773
H  -1.9911  -2.3512  -2.6723
H  -3.6787  -2.0401  -3.1967
C  2.0932  2.4115  1.6373
O  1.4942  1.4832  1.1274
N  3.1458  2.2408  2.4359
C  3.7000  3.3278  3.1930
C  3.6818  0.9121  2.6701
H  1.7920  3.4573  1.4786
H  3.3555  3.2860  4.2304
H  3.4076  4.2833  2.7612
H  4.7897  3.2638  3.1767
H  3.1385  0.1852  2.0663
H  4.7455  0.8995  2.4225
H  3.5668  0.6386  3.7228

Calculated values
Kohn-Sham gap (spin up / spin down) (eV): 7.5 / 7.8
Expectation value of S²: 0.770
E (hartree): -4547.49090
Total charge: -1
Max |F| (hartree/bohr): 0.0247
Multiplicity: 2